No. 1
This record from the Open Molecules 2025 dataset describes C2H4O2S2 in the gas phase. The level of theory is wB97M-V/def2-TZVPD.

Calculated values
LUMO	0.423	eV
2S+1	1
molar mass	124.19	u
Kohn-Sham gap	10.0	eV
highest occupied orbital energy	-0.35296	Ha

Geometry as XYZ:
```
10
Properties=species:S:1:pos:R:3:nbo_charge:R:1
C 0.668 -0.699 0.113 -0.1192
C 0.747 0.816 0.112 -0.5595
O -3.008 -0.443 -0.549 -0.8766
O -0.436 -1.271 -0.529 -0.6629
S -0.817 1.457 -0.407 0.0291
S -1.806 -0.263 0.194 1.3475
H 1.452 -0.943 -0.550 0.2142
H 0.758 -1.043 1.197 0.1808
H 0.910 1.213 0.999 0.2125
H 1.532 1.177 -0.579 0.2339
```


No. 2
This record from the Open Molecules 2025 dataset describes C2H4O2S2 in the gas phase. The level of theory is wB97M-V/def2-TZVPD.

Calculated values
LUMO (spin up / spin down)	-2.553 / -2.553	eV
2S+1	1
molar mass	124.19	u
Kohn-Sham gap (spin up / spin down)	6.1 / 6.1	eV
highest occupied orbital energy (spin up / spin down)	-0.31897 / -0.31890	Ha

Geometry as XYZ:
```
10
Properties=species:S:1:pos:R:3:nbo_charge:R:1
C -0.045 -0.844 0.459 -0.0287
C 0.450 0.531 -0.362 -0.5727
O 4.454 -0.270 0.392 -0.8201
O 0.815 -1.805 0.119 -0.6742
S 2.050 1.188 0.252 0.1543
S 3.311 -0.333 -0.432 1.1640
H -0.238 -0.698 1.462 0.1431
H -1.099 -0.836 0.108 0.1650
H 0.645 0.200 -1.359 0.2249
H -0.321 1.412 -0.506 0.2445
```


No. 3
This record from the Open Molecules 2025 dataset describes a molecular structure, C2H4O2Yb. The level of theory is wB97M-V/def2-TZVPD.

Calculated values
LUMO (spin up / spin down)	-9.824 / -13.227	eV
net charge	+2
expectation value of S²	2.001
2S+1	3
molar mass	233.09	u
Kohn-Sham gap (spin up / spin down)	7.1 / 5.9	eV
highest occupied orbital energy (spin up / spin down)	-0.62231 / -0.70276	Ha

Geometry as XYZ:
```
9
Properties=species:S:1:pos:R:3:nbo_charge:R:1
C -1.821 0.374 -0.434 0.4658
C -2.898 -0.283 0.199 -0.6886
O -0.757 -0.072 0.240 -0.2394
H -1.675 1.374 -0.844 0.2478
H -3.703 0.416 0.453 0.3052
H -3.270 -1.138 -0.379 0.3453
Yb 2.538 0.432 0.272 1.8548
O 0.367 -0.262 -0.592 -0.6735
H -1.769 -0.865 0.923 0.3827
```


No. 4
This record from the Open Molecules 2025 dataset describes C2H4O3 in the gas phase. The level of theory is wB97M-V/def2-TZVPD.

Calculated values
LUMO	0.788	eV
2S+1	1
molar mass	76.05	u
Kohn-Sham gap	9.9	eV
SMILES	CC(=O)OO
highest occupied orbital energy	-0.33598	Ha

Geometry as XYZ:
```
9
Properties=species:S:1:pos:R:3:nbo_charge:R:1
C 0.543 -0.148 0.229 0.8219
C -0.440 -1.017 0.858 -0.7758
O 1.658 0.093 0.300 -0.4556
O 0.435 1.877 -1.224 -0.4551
O -0.418 0.899 -0.794 -0.4087
H -0.480 -1.932 0.237 0.2637
H -0.039 -1.396 1.867 0.2656
H -1.390 -0.425 0.692 0.2869
H 0.133 2.050 -2.165 0.4569
```


No. 5
This record from the Open Molecules 2025 dataset describes C2H4O3 in the gas phase. The level of theory is wB97M-V/def2-TZVPD.

Calculated values
LUMO	0.974	eV
2S+1	1
molar mass	76.05	u
Kohn-Sham gap	10.7	eV
SMILES	C1OCOO1
highest occupied orbital energy	-0.35863	Ha

Geometry as XYZ:
```
9
Properties=species:S:1:pos:R:3:nbo_charge:R:1
O 0.763 0.450 1.131 -0.2586
O 1.387 -0.317 0.062 -0.2686
O -0.823 0.006 -0.492 -0.5232
C -0.627 0.541 0.806 0.2111
C 0.411 -0.564 -0.936 0.2109
H -0.898 1.616 0.855 0.1600
H -1.216 0.020 1.517 0.1510
H 0.721 -0.110 -1.898 0.1605
H 0.282 -1.643 -1.045 0.1569
```


No. 6
This record from the Open Molecules 2025 dataset describes 2 unconnected molecules or ions with the total composition C2H4O3. The level of theory is wB97M-V/def2-TZVPD.

Calculated values
LUMO (spin up / spin down)	-0.387 / -0.036	eV
2S+1	1
molar mass	76.05	u
Kohn-Sham gap (spin up / spin down)	7.4 / 8.9	eV
highest occupied orbital energy (spin up / spin down)	-0.28734 / -0.32949	Ha

Geometry as XYZ:
```
9
Properties=species:S:1:pos:R:3:nbo_charge:R:1
C 1.625 -0.226 0.005 0.7937
C 0.303 -0.860 0.113 -0.7598
O 2.687 -0.389 0.443 -0.4226
O -0.191 2.087 0.145 -0.4577
O 1.000 1.928 -0.478 -0.4008
H -0.243 -0.197 0.743 0.2902
H -0.049 -0.870 -1.023 0.2650
H 0.345 -1.850 0.455 0.2429
H -0.648 2.445 -0.535 0.4493
```


No. 7
This record from the Open Molecules 2025 dataset describes 2 unconnected molecules or ions with the total composition C2H4O3P. The level of theory is wB97M-V/def2-TZVPD.

Calculated values
LUMO	3.927	eV
net charge	-1
2S+1	1
molar mass	107.02	u
Kohn-Sham gap	6.6	eV
highest occupied orbital energy	-0.09779	Ha

Geometry as XYZ:
```
10
Properties=species:S:1:pos:R:3:nbo_charge:R:1
C 3.130 -0.435 0.154 1.0531
C 0.071 -0.559 0.794 -1.3383
O 3.396 -1.547 0.243 -0.5574
O 2.848 0.655 0.141 -0.5164
O 1.136 -0.619 -1.668 -1.2066
P 0.313 0.175 -0.751 1.5264
H 0.126 -1.621 0.536 0.2198
H -0.693 -0.065 1.484 0.1982
H -0.524 1.034 -1.477 -0.1739
H 1.192 1.405 -0.699 -0.2049
```


No. 8
This record from the Open Molecules 2025 dataset describes 2 unconnected molecules or ions with the total composition C2H4O3S2. The level of theory is wB97M-V/def2-TZVPD.

Calculated values
LUMO	-1.038	eV
2S+1	1
molar mass	140.19	u
Kohn-Sham gap	9.0	eV
highest occupied orbital energy	-0.36819	Ha

Geometry as XYZ:
```
11
Properties=species:S:1:pos:R:3:nbo_charge:R:1
C 0.303 0.928 0.069 0.4273
C 0.331 -0.227 1.021 -0.7582
O 4.248 -0.567 -1.187 -0.8233
O 3.382 -0.174 0.962 -0.8607
O 1.216 1.527 -0.453 -0.5907
S -1.286 1.577 -0.313 -0.0428
S 3.977 0.447 -0.217 1.6834
H -0.822 2.556 -1.270 0.1706
H 1.412 -0.396 1.199 0.2805
H -0.297 -1.177 0.593 0.2582
H -0.149 0.050 2.062 0.2556
```


No. 9
This record from the Open Molecules 2025 dataset describes a molecular structure, C2H4O3Sn. The level of theory is wB97M-V/def2-TZVPD.

Calculated values
LUMO (spin up / spin down)	-5.507 / -5.401	eV
net charge	+1
expectation value of S²	0.753
2S+1	2
molar mass	194.76	u
Kohn-Sham gap (spin up / spin down)	6.1 / 10.9	eV
highest occupied orbital energy (spin up / spin down)	-0.42808 / -0.59750	Ha

Geometry as XYZ:
```
10
Properties=species:S:1:pos:R:3:nbo_charge:R:1
O -0.899 1.515 0.374 -0.5682
C -0.143 0.921 -0.402 0.9990
Sn 2.566 0.276 -0.211 0.8851
O 0.105 -0.356 -0.581 -0.5180
O 0.993 1.592 -0.386 -0.8338
H 0.475 2.346 0.406 0.6136
C -0.643 -1.392 0.075 -0.2640
H -0.473 -1.388 1.156 0.2189
H -1.702 -1.179 -0.086 0.2331
H -0.279 -2.334 -0.345 0.2345
```


No. 10
This record from the Open Molecules 2025 dataset describes 2 unconnected molecules or ions with the total composition C2H4O4. The level of theory is wB97M-V/def2-TZVPD.

Calculated values
LUMO	0.451	eV
2S+1	1
molar mass	92.05	u
Kohn-Sham gap	11.5	eV
SMILES	O=CO.O=CO
highest occupied orbital energy	-0.40737	Ha

Geometry as XYZ:
```
10
Properties=species:S:1:pos:R:3:nbo_charge:R:1
O -1.539 -0.731 3.731 -0.5665
O 0.623 -1.520 3.721 -0.6994
C -0.578 -1.175 4.317 0.6449
H 0.596 -1.309 2.747 0.4954
H -0.447 -1.226 5.416 0.1256
O 1.332 2.029 -3.881 -0.5657
O -0.493 0.709 -3.613 -0.7073
C 0.534 1.263 -4.351 0.6444
H -0.602 1.134 -2.719 0.4995
H 0.575 0.826 -5.368 0.1290
```


No. 11
This record from the Open Molecules 2025 dataset describes 2 unconnected molecules or ions with the total composition C2H4O4S. The level of theory is wB97M-V/def2-TZVPD.

Calculated values
LUMO	-1.131	eV
2S+1	1
molar mass	124.12	u
Kohn-Sham gap	8.0	eV
highest occupied orbital energy	-0.33421	Ha

Geometry as XYZ:
```
11
Properties=species:S:1:pos:R:3:nbo_charge:R:1
C 0.405 0.526 0.899 0.0763
C 0.417 -0.575 -0.135 0.0144
O -1.566 0.959 -1.069 -0.9008
O -2.182 -1.187 0.160 -0.8970
O 0.593 1.757 0.533 -0.6310
O 0.906 -1.784 0.068 -0.6357
S -1.282 0.009 -0.004 1.8003
H 0.396 0.355 2.082 0.2528
H 1.328 0.419 -1.638 -0.1198
H 0.572 1.895 -0.477 0.5389
H 0.413 -2.373 -0.419 0.5016
```


No. 12
This record from the Open Molecules 2025 dataset describes C2H4OS in the gas phase. The level of theory is wB97M-V/def2-TZVPD.

Calculated values
LUMO	0.669	eV
2S+1	1
molar mass	76.12	u
Kohn-Sham gap	10.3	eV
SMILES	O=CCS
highest occupied orbital energy	-0.35290	Ha

Geometry as XYZ:
```
8
Properties=species:S:1:pos:R:3:nbo_charge:R:1
C -0.067 0.757 -0.023 -0.6807
C 1.102 -0.150 0.356 0.4181
H -0.747 -1.047 -0.672 0.1157
H 0.310 1.141 -0.959 0.2362
H 0.059 1.520 0.764 0.2477
H 1.124 -0.631 1.368 0.1223
O 2.141 -0.212 -0.271 -0.5192
S -1.505 -0.183 -0.020 0.0598
```